{
  "formula": "C12H9N6O6",
  "method": "the ωB97M-V functional and the def2-TZVPD basis",
  "lumo_ha": 0.0185,
  "gap_ev": 3.264,
  "charge": -1,
  "elements": ["C", "O", "C", "C", "C", "C", "O", "C", "C", "H", "H", "H", "H", "H", "H", "H", "O", "N", "O", "C", "C", "C", "N", "O", "O", "C", "N", "N", "N", "N", "C", "H", "H"],
  "positions_angstrom": [[5.73125, 2.05670, -0.58622], [5.46150, 0.94325, 0.30907], [4.17251, 0.64616, 0.60119], [3.92123, -0.49678, 1.42055], [2.64759, -0.89334, 1.68421], [1.47122, -0.21034, 1.13219], [0.30333, -0.64398, 1.25094], [1.79161, 1.01471, 0.40176], [3.07155, 1.40185, 0.11651], [6.81742, 2.06956, -0.65948], [5.28561, 1.88960, -1.57705], [5.36720, 3.00514, -0.16674], [4.77542, -1.05047, 1.81459], [2.45367, -1.77668, 2.29015], [0.94987, 1.60342, 0.04727], [3.24599, 2.29254, -0.49457], [-6.09635, -2.93646, -0.58993], [-5.78307, -1.84831, -0.08348], [-6.55573, -1.17892, 0.64190], [-4.45900, -1.27793, -0.30878], [-4.07174, -0.10603, 0.31807], [-2.79394, 0.44894, 0.08388], [-2.39531, 1.70534, 0.66130], [-3.10171, 2.24281, 1.53744], [-1.33971, 2.21481, 0.22807], [-1.89586, -0.17507, -0.76442], [-2.30102, -1.33553, -1.35888], [-1.57513, -2.09480, -2.22799], [-2.33886, -3.10421, -2.56832], [-3.55610, -3.04849, -1.96419], [-3.54472, -1.94003, -1.19528], [-4.76164, 0.39801, 0.98714], [-0.89709, 0.18454, -0.98088]],
  "forces_ev_per_angstrom": [[-0.332, -1.185, 0.975], [1.755, 1.201, -0.953], [-2.221, -0.212, 0.199], [1.054, 1.378, -0.972], [-1.827, 0.109, -0.232], [2.342, 1.003, -0.513], [-1.700, -0.404, 0.117], [-1.247, -1.248, 0.677], [1.851, -0.446, 0.305], [-0.054, 0.123, -0.087], [0.017, 0.021, 0.200], [0.037, -0.178, -0.076], [-0.137, 0.142, -0.105], [0.034, 0.090, -0.076], [0.090, -0.069, -0.014], [-0.071, -0.275, 0.227], [1.005, 2.007, 0.726], [-2.040, -0.300, 0.767], [1.352, -1.065, -1.221], [0.634, 0.115, -0.171], [-0.394, -0.495, -0.137], [0.180, -1.093, -0.963], [1.355, 2.446, 0.803], [0.796, -1.313, -1.488], [-2.190, -1.035, 0.721], [-0.027, -0.158, 0.357], [-0.708, -0.433, 0.039], [-0.714, -0.807, -0.228], [0.069, 1.873, 1.172], [0.369, 1.018, 0.593], [0.681, -0.644, -0.688], [0.103, -0.096, -0.098], [-0.064, -0.070, 0.145]]
}